This record from OMol25 describes a cluster of 8 separate species, C32H48O24 in total at a distorted geometry. The level of theory is ωB97M-V/def2-TZVPD.

Structure (ORCA input):
```
! wB97M-V def2-TZVPD RIJCOSX def2/J DEFGRID3
* xyz 0 1
C 0.63983 -4.32925 -3.43336
C 1.90791 -4.65657 -2.57304
C 1.67619 -5.86188 -1.59801
O 2.80506 -6.70744 -1.90155
C 3.54524 -6.18001 -2.84054
O 4.51951 -6.74939 -3.29770
O 2.93017 -5.13663 -3.38648
H 0.20971 -5.26148 -3.79949
H 0.93074 -3.66345 -4.24587
H -0.08508 -3.69270 -2.92599
H 2.21881 -3.86140 -1.89543
H 0.74836 -6.35530 -1.88748
H 1.68732 -5.54717 -0.55449
C 3.75063 3.09621 -0.79918
C 3.01400 3.35872 -2.11446
C 2.74146 2.12833 -2.98369
O 1.38875 2.39397 -3.42937
C 0.87713 3.44485 -2.72133
O -0.26737 3.94857 -2.82500
O 1.76270 3.89627 -1.87366
H 4.53321 2.34461 -0.90301
H 2.99913 2.77884 -0.07626
H 4.17419 3.94408 -0.26083
H 3.66808 3.98022 -2.72602
H 2.68949 1.19298 -2.42645
H 3.27257 2.10972 -3.93535
C 4.77255 -0.47140 1.49476
C 4.19786 -0.74527 2.91596
C 2.92403 0.05383 3.40398
O 1.90416 -0.87648 3.06524
C 2.37829 -2.15885 3.08359
O 1.64967 -3.14952 3.06285
O 3.78558 -2.09607 3.03764
H 5.36278 0.44051 1.40443
H 4.01240 -0.47855 0.71360
H 5.42279 -1.31810 1.27475
H 4.91168 -0.57064 3.72099
H 2.74510 1.00387 2.90047
H 2.95720 0.39166 4.43977
C -0.41162 1.88398 0.23140
C 0.40294 0.65911 0.52638
C -0.29229 -0.72995 0.63266
O 0.55758 -1.61081 -0.05080
C 1.42964 -0.94169 -0.75891
O 2.26068 -1.38349 -1.56750
O 1.30941 0.38406 -0.50137
H -0.76985 1.60211 -0.75871
H 0.21022 2.77249 0.12212
H -1.28381 2.14509 0.83074
H 1.02658 0.83665 1.40255
H -1.24594 -0.61076 0.11843
H -0.46872 -1.04097 1.66234
C -1.47162 -4.19640 1.49313
C -1.88204 -4.54919 2.88104
C -0.79244 -5.19522 3.75722
O -0.69365 -4.34826 4.90309
C -1.54353 -3.31956 4.78046
O -1.76508 -2.47885 5.65152
O -2.17457 -3.36825 3.61513
H -0.62654 -3.51473 1.58939
H -2.25468 -3.67539 0.94227
H -1.19755 -5.01289 0.82504
H -2.70806 -5.25530 2.96588
H 0.12046 -5.20722 3.16177
H -0.99412 -6.25015 3.94310
C -3.67946 4.33734 0.50607
C -2.86072 5.52080 -0.13752
C -3.00104 5.58178 -1.64432
O -3.19690 6.95303 -1.89851
C -3.34071 7.65810 -0.76281
O -3.73637 8.80644 -0.65295
O -3.26097 6.72286 0.30483
H -3.38487 3.34437 0.16646
H -4.69718 4.50678 0.15449
H -3.67694 4.21443 1.58912
H -1.80685 5.44514 0.13030
H -3.88652 5.02721 -1.95493
H -2.07616 5.25331 -2.11847
C -1.46854 -1.30154 -4.09068
C -1.35621 0.18650 -4.36253
C -2.18236 0.69823 -5.48223
O -3.04970 1.62379 -4.89283
C -2.79665 1.73171 -3.65528
O -3.30065 2.58057 -2.87399
O -1.92706 0.81809 -3.27283
H -0.78842 -1.57212 -3.28301
H -1.05306 -1.80969 -4.96087
H -2.50487 -1.61355 -3.96122
H -0.29670 0.42663 -4.45136
H -2.70881 -0.13588 -5.94613
H -1.55959 1.09162 -6.28565
C -3.27874 1.11219 2.98603
C -2.14337 1.40946 3.96135
C -1.15648 0.33624 4.42417
O 0.05906 0.95210 4.08217
C -0.07715 2.11661 3.53732
O 0.90080 2.75932 3.12915
O -1.30067 2.40689 3.46739
H -2.87051 0.70231 2.06220
H -3.82521 2.05522 2.99931
H -3.93440 0.41557 3.50847
H -2.51791 1.80344 4.90612
H -1.28334 -0.53284 3.77864
H -1.07800 0.13341 5.49225
*
```

The SMILES is C[C@H]1COC(=O)O1.C[C@H]1COC(=O)O1.C[C@H]1COC(=O)O1.C[C@H]1COC(=O)O1.C[C@H]1COC(=O)O1.C[C@H]1COC(=O)O1.C[C@H]1COC(=O)O1.C[C@H]1COC(=O)O1. The lowest unoccupied orbital energy is 0.08 eV. For the total energy, the calculation gives -3053.94377 a.u. The calculation puts the energy above the lowest of the compared OMol25 structures with the same formula, charge and spin at 316.8 kJ/mol. The gap between HOMO and LUMO is 0.37750 hartree.

This record from OMol25 describes a structure of composition C31H48AlBBeCl3CsF7NNaO17S at a distorted geometry. The level of theory is ωB97M-V/def2-TZVPD.

Structure (ORCA input):
```
! wB97M-V def2-TZVPD RIJCOSX def2/J DEFGRID3
* xyz 1 1
C 6.82641 0.44508 2.01956
C 6.75094 1.57921 1.00866
C 7.69261 2.59335 1.13457
C 7.75786 3.66353 0.25246
C 6.83307 3.68791 -0.78022
C 5.88309 2.69368 -0.91709
C 5.81394 1.61369 -0.03431
C 4.73304 0.58212 -0.35145
C 3.83886 0.10924 0.80868
N 4.23449 -1.17066 1.43058
C 3.40359 1.19019 1.79514
O 3.67834 1.34349 2.92422
O 2.53111 1.96934 1.05378
C 1.55963 1.07913 0.51310
C 0.32609 1.06577 1.43369
C 0.24582 -0.10458 2.42789
C -0.52201 0.25776 3.72448
O 0.36906 0.22765 4.82944
S 0.94401 2.01161 -0.95918
C 0.36642 3.60874 -0.41605
O 1.98146 2.26358 -1.92968
O -0.22610 1.34403 -1.56601
C 2.36385 -0.23846 0.29405
C 2.39735 -0.90743 -1.07950
O 1.10397 -1.40750 -1.45999
O 1.19622 -1.54596 -2.86210
H 6.00581 0.55369 2.73034
H 7.74952 0.56734 2.58657
H 6.85004 -0.52878 1.53280
H 8.43966 2.56000 1.92168
H 8.50555 4.44083 0.32637
H 6.89636 4.50353 -1.48917
H 5.21850 2.78764 -1.77114
H 5.15602 -0.26219 -0.91041
H 4.07036 1.08704 -1.05873
H 4.46601 -0.97288 2.39990
H 5.07921 -1.48881 0.97494
H -0.61286 1.11538 0.87987
H 0.36004 1.98512 2.01694
H 1.21733 -0.51998 2.70078
H -0.31311 -0.91249 1.93494
H -1.28543 -0.49528 3.92447
H -0.98054 1.26348 3.60238
H 0.97797 0.96874 4.72841
H 0.03680 4.17010 -1.28753
H 1.24704 4.10984 -0.00740
H -0.39285 3.52577 0.36360
H 2.09622 -1.08813 0.92076
H 3.14420 -1.70678 -1.04078
H 2.72587 -0.20801 -1.85208
H 0.35519 -1.28449 -3.26591
Na 2.01659 -1.40010 -4.99570
O -0.95879 3.13953 3.03580
H -1.19579 3.67253 3.80725
Cs -0.97813 0.07759 -3.91173
C -0.08176 -4.77491 4.63572
C 0.11494 -3.80088 3.47992
C -1.15705 -4.02044 2.67244
O -2.17742 -4.38472 3.60034
C -1.58164 -4.67662 4.87259
H 0.50415 -4.53153 5.51991
H 0.18244 -5.78669 4.31912
H 0.14787 -2.77596 3.85873
H 1.02203 -3.97860 2.90264
H -1.03899 -4.84474 1.95821
H -1.46709 -3.12720 2.12361
H -1.82226 -3.85715 5.55694
H -2.00822 -5.59705 5.27086
C -4.68870 -6.05495 -2.66208
C -4.90705 -4.58018 -2.37489
O -5.34910 -3.83162 -3.50094
C -6.57286 -4.23396 -4.07371
C -7.75534 -4.15935 -3.11142
H -3.96594 -6.18321 -3.46859
H -4.31452 -6.56050 -1.77223
H -5.60929 -6.55521 -2.96523
H -3.96144 -4.13187 -2.07054
H -5.59784 -4.44550 -1.53427
H -6.48739 -5.23758 -4.49831
H -6.75801 -3.55746 -4.90697
H -7.61886 -4.83797 -2.24886
H -8.68054 -4.44008 -3.61603
H -7.85778 -3.12884 -2.72763
C -2.96583 5.13544 7.12989
C -3.26624 6.60891 6.99545
O -2.31550 7.02850 6.03284
C -2.05754 5.95118 5.23926
O -1.51861 6.00347 4.18710
O -2.50735 4.80562 5.81475
F -3.04451 7.27096 8.15468
H -2.17161 4.94287 7.85217
H -3.83969 4.54770 7.39884
H -4.27170 6.83578 6.63636
F -11.19174 -2.71958 -3.84493
Al -11.26553 -3.21666 -2.26650
F -10.69168 -4.81824 -2.08567
F -12.73739 -3.00914 -1.54970
F -9.92276 -2.52821 -1.27472
B 6.66968 3.41422 -4.46911
O 5.68535 2.30825 -4.72979
C 5.68160 2.05287 -6.01444
O 4.99513 1.21030 -6.54289
C 6.67394 2.98080 -6.71469
O 6.90124 2.99475 -7.89140
O 7.22978 3.75668 -5.80617
F 7.66904 2.96724 -3.62057
F 6.01229 4.50575 -3.91106
C -4.70339 1.04134 -8.30632
Cl -3.23377 0.69440 -9.21669
Cl -5.03872 -0.25768 -7.15132
Cl -4.57150 2.58884 -7.47418
H -5.53083 1.09652 -9.00191
Be -9.16438 -3.71293 -0.90060
*
```

The lowest unoccupied orbital energy is -7.45 eV. For the total energy, the calculation gives -5486.02873 a.u. The gap between HOMO and LUMO is 0.04752 hartree.

> Which value of lowest unoccupied orbital energy does entry 1 give?

0.08 eV